The following is a quantum chemistry calculation of a cluster of 2 separate species, C8H13Cl2F3O8PS in total, from the Open Molecules 2025 dataset.

The geometry in XYZ format:
```
36
Properties=species:S:1:pos:R:3:forces:R:3:nbo_charge:R:1
C 4.525542 0.474896 -0.101174 0.0178 -0.3326 0.5717 -0.622
C 3.166587 0.261448 0.549805 0.9814 0.1569 -0.1383 -0.075
O 2.199465 0.158741 -0.477700 0.0608 0.1961 0.0195 -0.568
C 0.970522 -0.381557 -0.120053 -0.6029 0.1146 1.0602 0.243
O 0.230827 -0.517533 -1.329558 0.6720 0.0953 -1.0099 -0.570
C 0.972314 -0.401289 -2.495329 0.4884 -2.5838 -0.9972 0.676
O 1.394447 -1.372359 -3.103960 -0.9326 2.1627 1.3082 -0.532
C 0.047296 0.514854 0.722240 0.4713 0.3229 -0.5950 -0.311
Cl 0.476096 0.606194 2.450922 0.0066 -0.0126 0.1638 -0.075
C -0.201086 1.904221 0.144951 -0.7605 0.0789 1.0247 -0.187
C -1.439355 2.528616 0.814507 0.5552 -0.2685 0.2566 -0.619
Cl 1.179623 3.023921 0.409397 0.2823 0.1382 -0.4293 -0.100
P 1.156220 -2.217193 0.418154 1.2463 -0.4773 -0.9146 1.313
O 1.562912 -2.241517 2.026297 -0.4344 -0.1325 -0.4059 -1.000
O -0.384715 -2.660190 0.361939 0.0176 0.1284 1.0614 -0.981
H 5.269403 0.018809 0.545594 0.2524 -0.0161 0.1158 0.203
H 4.584121 -0.044858 -1.046814 -0.0380 0.0518 -0.3573 0.221
H 4.785104 1.521454 -0.180516 -0.0666 0.2541 -0.3769 0.204
H 2.976806 1.097805 1.210734 -0.4058 0.1511 0.1252 0.190
H 3.222928 -0.631466 1.163105 -0.3540 -0.3208 -0.0027 0.185
H 1.064771 0.615367 -2.879724 -0.0295 0.1795 0.1298 0.123
H -0.922100 0.033385 0.670921 -0.0060 -0.0022 0.0999 0.323
H -0.393543 1.812352 -0.910525 0.2945 -0.0644 -0.3792 0.234
H -2.045157 1.756360 1.268455 -0.2469 -0.1407 -0.1604 0.237
H -1.101879 3.158241 1.625061 -0.0444 0.3767 0.1230 0.210
H -2.045306 3.072260 0.106237 -0.1068 0.2120 -0.0994 0.226
H 0.764286 -2.291300 2.561858 -0.0123 0.2491 0.3587 0.489
H -0.942380 -2.085959 0.925897 -0.6125 -0.2109 -0.6536 0.514
C -4.027729 -1.414419 -1.386970 0.0975 -0.0220 0.0367 0.682
F -3.103991 -1.150269 -2.315406 0.1724 0.0847 -0.1257 -0.326
F -5.221693 -1.124536 -1.913830 -0.2112 0.0904 -0.0441 -0.328
F -4.000062 -2.729737 -1.153692 0.0112 -0.1914 0.0859 -0.326
S -3.730615 -0.452648 0.150874 -0.7513 0.2709 0.1967 2.369
O -3.782958 0.921554 -0.289512 0.1088 -0.0662 -0.1941 -0.991
O -2.405855 -0.900558 0.552745 -0.2091 -0.3194 0.1927 -1.053
O -4.800849 -0.863091 1.025071 0.0879 -0.1529 -0.0468 -0.977
```
Forces are in eV/Å.

Values from the calculation:
E_tot: -2874.218704 hartree
charge: -1
frontier orbital gap: 8.6 eV


The following is a quantum chemistry calculation of the molecule C8H13ClN2, from the Open Molecules 2025 dataset.

The geometry in XYZ format:
```
24
Properties=species:S:1:pos:R:3:forces:R:3:nbo_charge:R:1
C 1.499466 -1.522723 0.738564 0.3790 0.2534 -3.0062 -0.623
C 0.792261 -0.486758 -0.227790 2.8995 0.5633 1.1861 -0.019
C 0.914286 1.044961 0.243996 -2.8619 -3.3831 0.9000 -0.605
C 1.530398 -0.482153 -1.582945 -3.3860 0.6627 -0.1942 -0.624
C -0.667042 -0.910893 -0.399659 -1.4991 2.3545 0.4871 0.214
Cl -0.875894 -2.437220 -1.209653 0.0092 -1.3966 -0.0586 0.007
N -1.257209 -0.910213 0.914091 -1.7052 0.0257 1.8111 -0.444
C -2.304479 -0.219187 1.233748 2.2833 -0.3248 0.6108 0.165
C -3.023772 0.626888 0.262549 -0.5000 0.1051 -0.0020 -0.594
C -2.320294 0.686096 -1.038357 -0.0897 0.9836 -0.7792 0.159
N -1.306181 0.004539 -1.328258 0.3575 0.6990 -0.8837 -0.447
H 2.577118 -1.626665 0.772801 0.5107 1.0564 -0.5391 0.212
H 1.249122 -2.457164 0.300385 -0.3907 -1.1822 -0.3525 0.212
H 1.221955 -1.618273 1.710198 -1.4297 0.4599 2.8603 0.218
H 1.906573 1.338895 0.150012 1.5374 0.7108 0.2534 0.215
H 0.256357 1.499740 -0.435958 -0.3856 1.3913 -1.0919 0.209
H 0.409644 1.147120 1.217969 0.8172 0.1909 -0.0060 0.208
H 2.289482 0.242932 -1.591962 1.1876 0.7423 0.0108 0.205
H 0.714653 -0.142561 -2.297323 1.3650 -0.5319 0.2936 0.238
H 1.883680 -1.438990 -1.816341 0.5614 -1.3604 -0.6318 0.211
H -2.620153 -0.160779 2.331483 0.4367 -0.4588 -1.5384 0.194
H -3.982574 0.181295 0.176085 -1.1937 -1.0809 -0.7066 0.257
H -3.430257 1.579937 0.580518 0.8563 0.6537 0.5129 0.249
H -2.659232 1.463498 -1.799349 0.2408 -1.1337 0.8640 0.186
```
Forces are in eV/Å.

Values from the calculation:
E_tot: -882.263737 hartree
charge: 0
energy relative to the best compared isomer or geometry (same formula, charge and spin): 77.0 kJ/mol
structure (SMILES): CC(C)(C)C1(Cl)N=CCC=N1
frontier orbital gap: 9.8 eV


The following is a quantum chemistry calculation of the ion C8H13ClN5 with charge +1, from the Open Molecules 2025 dataset.

The geometry in XYZ format:
```
27
Properties=species:S:1:pos:R:3:forces:R:3:nbo_charge:R:1
H -0.487883 -4.288811 0.099825 -0.1202 0.2775 0.1446 0.388
N 0.408187 -4.155296 -0.347823 0.1312 -0.5351 -0.1600 -0.607
C 0.815525 -2.999613 -0.531218 -0.3924 0.0399 0.2263 0.520
N 2.086995 -2.704125 -1.026712 0.4978 -0.0103 -0.2550 -0.873
N 0.084171 -1.780891 -0.208345 0.7208 0.6906 -0.7830 -0.144
N -0.979968 -1.965269 0.577954 -0.1691 0.2348 0.8856 -0.380
Cl -0.575205 -2.179183 2.333473 -0.1347 0.2611 -0.8377 0.044
N 1.057769 -0.675180 0.088576 0.3741 -0.6074 0.4325 -0.424
C 1.073693 0.585972 -0.764634 -1.0252 -0.1533 0.1099 -0.252
C 0.016115 1.526110 -0.258184 0.0035 0.0053 0.0385 -0.018
C 0.270778 2.301810 0.870828 -0.0066 -0.0583 -0.1618 -0.243
C -0.711061 3.132561 1.381565 0.0091 -0.0032 0.0714 -0.184
C -1.952404 3.194756 0.768894 -0.0034 -0.0204 -0.0528 -0.180
C -2.211392 2.424436 -0.354576 -0.0799 0.0153 0.0653 -0.179
C -1.234693 1.585481 -0.862654 0.1189 -0.0571 -0.0212 -0.246
H 2.638209 -3.556218 -1.070719 -0.0614 0.0900 0.0277 0.436
H 2.078245 -2.267338 -1.943414 -0.0433 -0.0377 -0.0534 0.401
H -1.647822 -1.197320 0.521138 0.2265 -0.0533 0.1300 0.407
H 0.940894 -0.411442 1.080694 0.0489 -0.1886 -0.2041 0.442
H 1.964016 -1.198622 -0.061697 -0.2789 0.2922 0.2805 0.468
H 0.884598 0.289624 -1.795700 0.1042 -0.0893 0.0531 0.237
H 2.070681 1.013284 -0.671940 0.0818 -0.1811 0.0834 0.242
H 1.245188 2.274416 1.337311 0.1546 0.0215 0.0752 0.217
H -0.503209 3.735071 2.252556 0.0093 0.0552 0.0567 0.235
H -2.715876 3.848873 1.160207 -0.0621 0.0602 0.0380 0.236
H -3.174933 2.479132 -0.836641 -0.0905 0.0046 -0.0471 0.233
H -1.440618 0.987782 -1.738764 -0.0129 -0.0528 -0.1425 0.222
```
Forces are in eV/Å.

Values from the calculation:
E_tot: -1046.285555 hartree
charge: +1
energy relative to the best compared isomer or geometry (same formula, charge and spin): 211.4 kJ/mol
structure (SMILES): [H]/N=C(/N)N(NCl)[NH2+]Cc1ccccc1
frontier orbital gap: 9.8 eV


The following is a quantum chemistry calculation of a structure of composition C8H13ClO4Ti, from the Open Molecules 2025 dataset.

The geometry in XYZ format:
```
27
Properties=species:S:1:pos:R:3:forces:R:3:lowdin_spin:R:1
C -2.087651 -1.230627 -0.655820 1.9666 1.6068 3.3085 0.009
C 1.190638 -0.307720 -0.074807 2.1622 -3.2305 -4.4346 0.207
C -1.192749 0.061572 -0.801516 -3.6371 0.4594 -3.7203 0.093
H -2.726426 -1.129047 0.232355 0.0974 -0.1962 -0.1478 0.000
C 1.383169 0.979061 -0.727173 2.6319 -1.5602 -4.1910 0.320
H 2.094315 -0.628307 0.465947 -0.0703 0.2192 -0.5438 0.015
H -0.831251 -0.117271 -1.841592 1.1925 -0.0638 1.3348 0.000
H 2.400929 1.264346 -0.990659 -0.0703 0.3331 0.4722 0.022
C -1.031407 1.399984 -0.500431 -0.6077 -0.8836 -1.9886 0.009
H 0.752418 3.715511 1.861286 0.0900 -0.2936 -0.2883 0.003
H -1.834296 2.112686 -0.310177 0.3550 -0.2942 1.0840 0.008
C -0.844793 -2.136708 -0.282654 0.1327 -0.3157 0.1547 0.005
H -0.974890 -3.131959 -0.722730 0.1245 0.0927 0.0162 0.001
H -0.834432 -2.270621 0.804684 0.0555 0.0609 -0.2527 0.000
C 0.570508 -1.584394 -0.720863 -0.5359 -0.8559 0.2219 0.057
H 0.587576 -1.483021 -1.813272 0.1330 -0.0515 0.2237 0.003
H 1.275942 -2.389577 -0.479163 -0.1426 0.0658 -0.0173 0.005
C 0.257411 1.850031 -1.269558 -0.8395 0.0856 -0.5297 0.056
H 0.120677 1.624564 -2.343884 -0.1157 -0.0470 0.2318 0.028
H 0.460338 2.929458 -1.224400 0.1365 -0.4822 0.3470 0.004
Ti 0.628685 1.159574 0.996042 -3.6569 4.6005 7.2183 1.051
H -2.721037 -1.676760 -1.415710 0.4763 0.8023 -0.8698 0.002
O -0.602275 0.117566 2.246646 1.0098 -1.5303 1.7606 0.024
Cl 0.584854 -0.539189 3.110634 0.1549 0.5795 -2.2355 0.023
O 0.793143 -1.931272 2.691018 -0.2576 1.5017 0.5873 0.008
O 1.747035 0.367418 2.514558 -1.0473 -1.4963 1.8408 0.014
O 0.833558 2.974706 1.251239 0.2621 0.8934 0.4175 0.033
```
Forces are in eV/Å.

Values from the calculation:
E_tot: -1922.843663 hartree
charge: 0
2S+1: 3
energy relative to the best compared isomer or geometry (same formula, charge and spin): 72.1 kJ/mol
frontier orbital gap (spin up / spin down): 6.8 / 7.6 eV


The following is a quantum chemistry calculation of a structure of composition C8H13IrNO, from the Open Molecules 2025 dataset.

The geometry in XYZ format:
```
24
Properties=species:S:1:pos:R:3:forces:R:3:lowdin_spin:R:1
C -0.719623 1.340073 -1.712735 -1.0900 1.4187 -1.6028 0.177
C 0.681759 1.290643 -2.161625 -0.8710 1.9957 -1.9237 0.087
C 1.443428 2.309821 -1.364419 -1.1277 1.3147 -0.7350 0.111
C 0.466460 2.966866 -0.461233 -1.2079 1.1232 -2.4717 0.252
C -0.847062 2.394007 -0.724510 1.1239 0.7922 -0.4721 0.189
Ir 0.747988 0.754088 -0.292024 3.2260 -6.4162 3.8000 2.142
N -1.084067 -2.519597 0.988846 0.0000 2.1709 0.7475 0.017
C -0.955399 -3.757548 0.610002 -1.1825 -0.8705 -3.7550 0.482
C 0.384568 -1.673801 -0.097556 -0.1524 -0.5767 -0.7346 0.691
H 2.468425 2.649395 -1.511137 -0.3565 -0.3390 0.0339 0.014
H 1.079693 0.744785 -3.011472 -0.1986 -0.0047 0.2282 0.020
H 0.687445 3.864554 0.107546 -0.1399 -0.3684 0.1874 0.021
H -1.780335 2.730691 -0.269195 0.4072 -0.3435 -0.0100 0.012
H -1.559640 0.779659 -2.141006 0.5678 0.2935 0.2765 0.012
H 0.357462 -2.160706 -1.158202 -0.2699 0.5891 1.9994 0.023
H -1.247089 -3.886801 -0.517241 0.0420 -0.9267 1.9898 0.028
H -2.004817 -2.145736 0.688518 1.2114 0.0612 -0.4842 0.006
H 1.104927 -2.185847 0.586348 -0.3755 0.6795 -0.7328 0.037
H -0.194603 -4.401181 0.979231 0.6822 -0.3044 0.4202 0.035
C 0.135311 0.154366 2.606973 0.4628 0.0525 1.1615 0.052
O 0.895799 0.681775 1.542821 -0.4392 -0.4507 2.7869 0.565
H 0.810891 -0.490420 3.220595 -0.5144 0.2796 -0.4731 0.013
H -0.721981 -0.437808 2.257248 0.3272 0.2671 0.1361 0.004
H -0.149539 0.998321 3.269726 -0.1249 -0.4371 -0.3724 0.013
```
Forces are in eV/Å.

Values from the calculation:
E_tot: -546.489507 hartree
charge: 0
2S+1: 6
energy relative to the best compared isomer or geometry (same formula, charge and spin): 0.0 kJ/mol
frontier orbital gap (spin up / spin down): 5.8 / 6.8 eV


The following is a quantum chemistry calculation of the molecule C8H13N, from the Open Molecules 2025 dataset.

The geometry in XYZ format:
```
22
Properties=species:S:1:pos:R:3:forces:R:3:nbo_charge:R:1
C 1.840507 0.248077 -2.918092 -0.8560 0.3801 -0.1889 -0.613
C 1.392497 0.080132 -1.419338 0.6407 -2.3786 -1.8918 -0.223
C 1.821288 -1.234623 -0.772096 -1.4356 -0.2946 -1.2109 -0.415
C 0.347659 -0.907053 -0.972982 -0.2078 0.9495 -0.9245 -0.254
C -0.626498 -0.540700 0.123929 1.2069 0.0016 -0.0831 -0.185
C -0.828781 0.655721 0.664031 -0.1207 1.0161 -0.8643 -0.192
C -1.819822 0.987014 1.719979 1.8440 3.2438 -1.3848 -0.096
C -1.567664 0.500426 3.106200 1.2326 -0.7275 -0.4701 -0.264
N -2.520199 -0.065114 2.160825 -1.4455 -3.1517 1.7004 -0.594
H 2.962271 0.202988 -2.897577 -1.0366 0.1302 -0.4391 0.215
H 1.420868 -0.625289 -3.558373 0.8019 1.4108 1.1027 0.207
H 1.484061 1.247714 -3.430394 0.6949 -1.9346 1.1445 0.215
H 1.521824 0.850838 -0.756057 0.3532 2.1580 1.0767 0.208
H 2.135316 -1.284760 0.241458 0.6060 0.0216 0.4934 0.218
H 2.088430 -2.026451 -1.488593 0.4870 0.3757 0.7394 0.209
H 0.005709 -1.425538 -1.880802 -0.6571 -0.0176 0.8265 0.214
H -1.066985 -1.337923 0.668819 -0.7770 -0.9033 0.0019 0.213
H -0.340861 1.541712 0.305969 0.4556 0.2432 -0.5209 0.189
H -2.304028 2.017651 1.692965 0.7078 -1.2820 -0.2877 0.185
H -1.798341 1.202421 3.887906 -0.4280 -0.2146 0.3519 0.198
H -0.665197 -0.146006 3.202815 -0.8383 0.6927 0.3075 0.201
H -3.482052 0.058762 2.319408 -1.2281 0.2811 0.5212 0.366
```
Forces are in eV/Å.

Values from the calculation:
E_tot: -367.250080 hartree
charge: 0
energy relative to the best compared isomer or geometry (same formula, charge and spin): 333.6 kJ/mol
structure (SMILES): C[C@@H]1C[C@H]1/C=C/[C@@H]1CN1
frontier orbital gap: 9.9 eV